Entry 1:
DFT (ωB97M-V with the def2-TZVPD basis set) results for C22H47BrNbO6S4 as an isolated structure in a non-equilibrium geometry.

Values from the calculation:
2S+1 ... 1
LUMO level ... 1.75 eV
HOMO ... -0.1428 hartree
HOMO-LUMO gap ... 5.63 eV
E ... -5541.438575 Ha
Total charge ... -1

Each line ends with the Mulliken charge.
Positions of all 81 atoms, in Å:
C (2.23124, 5.59862, 3.22576)  -0.476
C (1.19304, 5.97874, 2.46023)  -0.270
Nb (0.27184, 4.36640, 1.18800)  -0.413
C (2.42256, 3.79127, 0.68067)  -1.370
Br (0.08200, 2.73904, 3.25170)  -0.452
C (-1.77504, 5.20631, 1.74363)  -1.307
C (-2.91600, 4.18726, 1.72876)  0.250
C (-4.22439, 4.81661, 2.26079)  -0.606
C (-5.40922, 3.87519, 1.98807)  -1.218
C (-0.41994, 2.89116, -0.38415)  -1.978
C (-0.27280, 1.38077, -0.06286)  1.148
C (-1.62150, 0.70576, 0.30135)  -0.344
S (-1.66739, -0.25071, 1.84142)  -0.237
H (2.21120, 5.68436, 4.31484)  0.215
H (3.10329, 5.11174, 2.79914)  0.254
H (0.79122, 6.99001, 2.52255)  0.360
H (0.27815, 5.61204, -0.13241)  -0.037
H (2.91351, 3.16930, 1.42639)  0.268
H (2.37757, 3.25084, -0.26862)  0.363
H (2.99848, 4.69339, 0.46499)  0.417
H (-1.67964, 5.55733, 2.77870)  0.509
H (-2.01251, 6.09345, 1.15198)  0.319
H (-3.15613, 3.84222, 0.72266)  0.179
H (-2.67935, 3.36803, 2.40746)  0.217
H (-4.11589, 5.04499, 3.31784)  0.426
H (-4.38630, 5.72255, 1.67658)  0.312
H (-6.27588, 4.17203, 2.57852)  0.390
H (-5.11179, 2.84998, 2.19925)  0.274
H (-5.70081, 3.94078, 0.94091)  0.298
H (-1.44031, 3.07609, -0.73193)  0.646
H (0.20671, 3.07651, -1.26056)  0.552
H (0.02533, 0.89386, -0.99046)  -0.668
H (0.50826, 1.14756, 0.65600)  0.511
H (-1.86836, 0.00631, -0.49416)  0.175
H (-2.39676, 1.46640, 0.30885)  0.324
H (-0.38169, -0.59116, 1.98374)  0.029
C (1.68114, -4.12742, -0.97840)  -0.389
C (2.56293, -3.84652, -2.20400)  -0.672
C (1.93082, -2.67418, -2.96452)  -0.828
S (1.05161, -1.70163, -1.73116)  1.493
O (-0.36039, -1.76415, -2.02015)  -0.650
O (1.73541, -0.44979, -1.55349)  -0.769
C (1.40053, -2.77140, -0.34328)  -0.789
H (2.16812, -4.79893, -0.27297)  0.055
H (0.74454, -4.59145, -1.29605)  0.347
H (3.56724, -3.57235, -1.87274)  0.269
H (2.65719, -4.72279, -2.84527)  0.378
H (2.67347, -2.04208, -3.44381)  0.443
H (1.20131, -3.01273, -3.69922)  0.253
H (0.55183, -2.77461, 0.33604)  0.464
H (2.28001, -2.37886, 0.15988)  0.371
C (-2.91274, 0.92052, -4.95518)  -0.796
C (-3.88284, 0.10370, -5.82231)  -0.634
C (-3.05827, -0.96432, -6.55438)  -0.755
S (-1.64026, -1.30196, -5.49807)  1.300
O (-0.44353, -0.88069, -6.18576)  -0.698
O (-1.76402, -2.63070, -4.95446)  -0.677
C (-2.03426, -0.09857, -4.23634)  -0.404
H (-3.43989, 1.55673, -4.24650)  0.367
H (-2.29755, 1.56155, -5.59043)  0.346
H (-4.62312, -0.37850, -5.18097)  0.295
H (-4.42260, 0.73284, -6.52936)  0.351
H (-3.61344, -1.88682, -6.70233)  0.332
H (-2.68037, -0.60092, -7.50806)  0.339
H (-1.11440, 0.31888, -3.83499)  0.303
H (-2.58220, -0.61520, -3.44988)  0.308
C (3.91790, -5.59644, 5.03204)  -0.602
C (4.64990, -5.96093, 3.73289)  -0.708
C (3.60960, -5.96019, 2.60532)  -0.537
S (2.33205, -4.79370, 3.10385)  1.103
O (1.10587, -5.51721, 3.31447)  -0.696
O (2.38022, -3.63440, 2.25169)  -0.569
C (3.04399, -4.39244, 4.69539)  -0.726
H (4.61337, -5.36943, 5.83851)  0.352
H (3.29215, -6.43258, 5.35148)  0.293
H (5.41769, -5.21304, 3.52634)  0.305
H (5.14632, -6.92755, 3.80592)  0.342
H (4.02875, -5.63584, 1.65613)  0.280
H (3.13758, -6.93362, 2.48829)  0.392
H (2.24503, -4.21570, 5.41100)  0.399
H (3.64064, -3.48964, 4.56926)  0.363

Atoms 1-6, force components in eV/Å:
C -0.4 -0.1 0.0
C 1.1 0.7 -2.3
Nb 0.2 -1.0 1.3
C -0.3 0.6 -0.4
Br -0.2 -0.1 -0.1
C 0.6 0.2 0.1

=====

Entry 2:
DFT (ωB97M-V with the def2-TZVPD basis set) results for a 3-piece molecular cluster, C4H12N4O overall in a non-equilibrium geometry.

Values from the calculation:
2S+1 ... 1
LUMO level ... 0.85 eV
HOMO ... -0.3297 hartree
HOMO-LUMO gap ... 9.82 eV
Structure (SMILES) ... NCC(N)=O.CC#N.N
E ... -453.868026 Ha
Total charge ... 0

Each line ends with the Mulliken charge.
Positions of all 21 atoms, in Å:
N (-2.76662, -0.79971, -0.86573)  -0.724
C (-1.40936, -0.38181, -0.52524)  -0.033
C (-0.35526, -1.18890, -1.27491)  0.347
N (-0.83455, -1.88020, -2.32147)  -0.356
O (0.81835, -1.19850, -0.94089)  -0.712
H (-3.02821, -1.61815, -0.32618)  0.203
H (-3.42808, -0.06706, -0.63846)  0.248
H (-1.17345, -0.44038, 0.54441)  0.225
H (-1.27066, 0.66390, -0.81527)  0.263
H (-0.21168, -2.42393, -2.89406)  0.237
H (-1.82795, -1.85914, -2.49332)  0.221
C (1.67423, 2.38649, 0.65391)  -0.892
C (0.77091, 1.63214, 1.50295)  0.692
N (-0.17006, 1.40449, 2.16913)  -0.672
H (1.28593, 3.39149, 0.49391)  0.329
H (2.65525, 2.43036, 1.12572)  0.306
H (1.79009, 1.86009, -0.29385)  0.216
N (1.91758, -0.26915, 1.69237)  -0.636
H (1.69446, -0.72396, 0.80661)  0.245
H (2.80447, -0.62031, 2.04186)  0.208
H (1.06461, -0.29775, 2.35850)  0.287

Atoms 1-6, force components in eV/Å:
N -0.1 0.0 0.1
C 0.2 -0.1 0.2
C -0.2 0.0 0.1
N -0.1 -0.2 -0.2
O 0.1 0.1 0.0
H 0.0 0.1 0.0

=====

Entry 3:
DFT (ωB97M-V with the def2-TZVPD basis set) results for an isolated ion of composition C4H8NO2 and charge -1 in a non-equilibrium geometry.

Values from the calculation:
2S+1 ... 1
LUMO level ... 4.27 eV
HOMO ... -0.1264 hartree
HOMO-LUMO gap ... 7.71 eV
Structure (SMILES) ... [H]/N=C(\[O-])CCCO
E ... -362.460612 Ha
Total charge ... -1

Each line ends with the Mulliken charge.
Positions of all 15 atoms, in Å:
H (-0.57270, 0.44976, 2.76896)  0.193
N (-0.08068, 0.15645, 1.92495)  -0.860
C (-0.90957, -0.61358, 1.17333)  0.308
O (-2.14528, -0.56263, 1.15402)  -0.744
C (-0.12458, -1.20658, -0.02417)  -0.479
C (0.34199, -0.29030, -1.20325)  -0.526
C (0.83881, 1.05762, -0.74628)  -0.532
O (-0.24219, 1.89901, -0.34193)  -0.620
H (-0.84409, -1.91678, -0.47654)  0.308
H (0.57334, -2.00916, 0.26710)  0.356
H (-0.58854, -0.34385, -1.78682)  0.249
H (1.10662, -0.77042, -1.81988)  0.296
H (1.39536, 1.59768, -1.52645)  0.375
H (1.59777, 0.98421, 0.04570)  0.290
H (-0.34626, 1.56857, 0.59128)  0.386

Atoms 1-6, force components in eV/Å:
H -0.3 0.3 -0.2
N -0.1 -1.4 0.3
C 1.9 3.2 -0.5
O -0.7 -1.3 0.2
C -0.9 -2.7 -0.6
C -0.6 -1.1 1.0